No. 1
A cluster of 6 separate species, C17H36F2N7O7 in total at a distorted geometry, computed with wB97M-V/def2-TZVPD.

The geometry in XYZ format:
```
69
Properties=species:S:1:pos:R:3:forces:R:3
H 0.735329 4.167512 5.442821 0.037 0.017 0.048
H 0.106666 1.281850 2.301632 0.015 0.053 -0.001
H -1.981849 0.430027 -0.626364 0.020 -0.024 -0.034
C 3.347640 -3.842950 0.504125 0.035 0.051 0.006
C -4.433545 -1.026716 1.266315 -0.029 0.098 0.002
H 5.460831 -4.666793 -0.544141 0.005 0.025 -0.004
C 2.327618 4.610221 2.665317 -0.031 -0.037 0.046
N -1.466817 0.977219 0.046944 0.098 0.167 -0.035
C 1.046212 5.002418 4.812039 -0.127 -0.101 -0.160
F -1.697413 -1.798840 -2.201066 -0.216 0.057 -0.054
C 5.309036 -5.731863 -0.683420 -0.161 -0.200 -0.029
H 4.376949 5.126612 2.552045 -0.014 -0.018 -0.040
C -5.261190 0.144073 1.742039 0.097 -0.081 -0.091
C 3.041106 -5.312839 0.367233 -0.204 -0.058 -0.054
H -3.872506 -1.469106 2.089922 -0.011 -0.061 -0.015
C -0.768465 -2.388072 -3.009044 0.735 0.163 -0.235
N 1.206758 4.571951 3.438746 0.022 0.055 0.058
H -0.954152 1.355017 -3.654999 0.002 -0.108 -0.017
F -1.382841 -5.152292 -4.075045 -0.165 0.170 0.033
H 3.532796 -3.397405 -0.473195 -0.006 0.027 0.002
C 3.585400 5.169216 3.292776 -0.002 -0.013 -0.043
H 0.597988 0.765672 -4.233008 -0.019 -0.041 -0.002
N -6.204269 -0.100718 2.692138 0.002 -0.067 0.027
H 0.463035 1.412565 -2.599360 0.010 -0.094 -0.006
C 1.834434 2.086206 -5.960921 0.034 0.076 -0.049
C 0.615648 1.177875 1.340134 -0.016 -0.031 -0.050
H 0.289675 5.786214 4.883993 0.033 0.033 0.042
H -5.897040 -2.153282 2.931806 0.013 -0.020 -0.008
N 4.004515 -6.114938 -0.194837 0.191 0.162 0.035
O -0.323427 -1.744798 -3.913009 -0.098 0.042 0.116
H 4.219888 -3.687705 1.145410 0.029 0.007 -0.060
H 0.871997 2.169115 0.963700 -0.005 0.035 0.067
N 0.056743 -3.627013 -1.261626 0.657 0.051 0.106
C -6.529433 -1.364276 3.322777 -0.073 0.210 0.008
H -2.284489 2.888420 -0.264979 0.012 0.068 0.057
C 1.198697 3.212032 -5.176183 -0.005 -0.001 0.006
H -7.571051 -1.631124 3.134268 0.013 -0.062 -0.011
O -5.104223 1.274174 1.304399 -0.143 -0.035 0.080
H 3.726597 -7.079184 -0.269396 -0.043 0.000 -0.029
H 2.493288 1.493863 -5.326163 -0.041 -0.064 -0.002
C 0.121411 1.527040 -3.628526 -0.061 0.260 0.118
H -3.022326 1.927617 1.034371 0.041 0.328 0.011
H 1.074698 1.427164 -6.380996 0.019 -0.063 0.043
H 5.407713 -5.954580 -1.748975 0.042 0.066 -0.014
C -2.079675 2.191938 0.551863 -0.075 -0.398 -0.097
H 1.530891 0.612594 1.485281 -0.004 -0.052 -0.025
H -6.380068 -1.304854 4.402597 0.027 -0.057 0.004
H 2.485878 -3.347061 0.937350 -0.102 -0.073 -0.068
O -2.422649 -4.861964 -2.148888 0.460 -0.195 -0.192
H 1.982136 5.392744 5.196911 0.021 0.009 0.011
H -3.728726 -0.677799 0.519940 0.005 0.014 -0.003
O 2.303440 4.203714 1.519383 0.047 0.050 -0.068
H 6.099869 -6.266270 -0.148575 0.040 0.059 -0.002
H -6.722244 0.718308 2.966838 -0.008 0.009 -0.003
C -1.500833 -4.564055 -2.841890 -0.162 0.011 0.083
H -0.729158 -3.422298 -0.638981 -0.208 0.035 -0.224
H 3.881000 4.581547 4.162577 -0.003 0.041 0.035
N 0.428886 2.864600 -4.120334 0.023 -0.109 -0.035
N -0.432297 -3.685552 -2.613637 -0.979 -0.357 0.199
H 3.440571 6.205806 3.599461 0.013 -0.009 0.055
H 0.406104 4.185152 2.964051 -0.005 -0.018 0.000
O 1.994648 -5.800795 0.734078 0.038 -0.146 0.282
O 0.068510 -0.635053 -0.138659 0.345 0.164 0.160
H 2.414423 2.522914 -6.768073 -0.004 0.046 0.003
O 1.369766 4.386381 -5.479779 0.010 -0.006 -0.025
C -0.255388 0.422208 0.358185 -0.242 -0.017 -0.009
H -1.421973 2.679250 1.265948 0.037 0.000 -0.003
H -5.064906 -1.795026 0.819507 0.029 -0.049 0.027
H 0.034161 3.653991 -3.634852 0.006 0.003 0.028
```
Forces are in eV/Å.

Properties
Total charge = -1
Kohn-Sham gap = 0.1753 hartree
HOMO = -2.77 eV
Electronic energy = -48412.06311 eV
Largest force on an atom = 0.021 hartree/bohr
LUMO = 1.997 eV

Results of the Mulliken charge analysis, in e, for atoms 1 through 8:
1. H 0.29
2. H 0.32
3. H 0.21
4. C -1.22
5. C -0.90
6. H 0.30
7. C 0.92
8. N 0.00

=====

No. 2
A structure of composition C17H36F5NNbO15S at a distorted geometry, computed with wB97M-V/def2-TZVPD.

The geometry in XYZ format:
```
76
Properties=species:S:1:pos:R:3:forces:R:3
F 3.516398 5.676537 -0.452362 3.946 -2.607 1.554
O 4.428191 3.191934 -6.791648 0.383 -1.559 -0.869
C 0.675164 2.737301 -3.459713 0.497 0.329 0.176
H -0.011040 -0.866970 5.346816 -0.310 0.162 -0.047
H -9.378597 -7.241721 5.649853 -0.014 0.213 -0.325
C -8.581731 -6.624742 5.225500 0.161 -0.218 0.428
H -7.071815 -4.397571 1.142426 -0.083 0.155 0.216
H -7.659479 -2.984254 2.093742 0.088 -0.258 -0.062
C -2.656961 0.951932 -6.207325 -0.187 -0.050 -0.352
H 2.063874 -1.103883 3.117109 0.644 2.079 -0.160
H -7.725257 -7.270896 5.007489 -0.053 0.257 0.064
O 0.329478 1.311663 3.587207 -0.042 1.423 -1.580
C 4.657519 2.128585 -7.346341 -0.278 0.403 0.331
H 1.506496 2.333796 -4.046843 -0.211 0.197 0.036
C -8.183767 -5.226468 3.393968 0.496 0.161 0.073
O -0.494225 1.938510 -3.628845 -0.695 -0.204 -1.247
C 2.476456 -0.005578 2.971092 -1.489 -0.403 0.709
H 1.219035 0.192309 -0.600696 -0.749 1.061 0.920
C 1.228426 0.959272 2.439446 0.482 -0.305 0.738
O -2.019751 -2.281932 4.267692 -0.213 -0.380 1.781
F 5.611461 5.419044 0.854585 -3.922 -2.321 -3.269
H 2.899734 0.336679 4.020450 -0.979 -0.382 -2.028
N 0.458707 0.697812 -0.094903 0.132 -0.535 0.547
H -2.609296 -4.888571 4.511688 -0.149 0.216 -0.002
H -0.205376 2.118471 3.266225 1.260 -1.911 0.740
H 7.104450 3.009442 -6.867210 -0.176 0.081 -0.193
C 6.831569 2.785175 -7.903459 0.347 0.323 0.039
H 0.535314 1.735335 -0.175698 0.239 -1.490 0.251
C -3.361597 -4.423555 5.156869 -0.227 -0.272 -0.315
O -2.749644 -3.511123 6.066378 0.445 0.677 -0.204
S 4.781042 2.413247 1.920646 5.276 0.812 4.512
C 2.517101 1.315970 -6.870605 -0.566 0.134 0.202
H 7.716769 2.399236 -8.416378 -0.332 -0.186 0.053
O -9.077248 -6.025871 4.029657 0.520 0.617 -0.600
O 5.821120 1.779761 -7.951201 -0.860 0.093 0.344
O -7.041174 -4.996512 3.758093 -1.680 -0.363 -0.509
H 1.908005 0.421169 -7.025740 0.355 0.069 -0.101
H -0.482737 -0.003676 6.823076 -0.192 -0.322 -0.001
O 4.652460 2.641662 3.476349 -0.768 -0.221 -4.937
H -1.528734 0.103684 5.394241 0.242 -0.240 -0.069
H 1.711351 1.967462 2.093814 -1.114 -1.815 0.196
O -0.460267 2.447869 -5.869033 -0.687 -0.799 1.148
C 0.272904 0.223263 1.329075 0.199 0.248 0.044
F 2.781367 2.953836 -0.022285 2.625 2.215 3.379
H 6.500220 3.690397 -8.422530 -0.009 -0.102 0.246
H -3.531755 0.304307 -6.102204 0.244 0.108 0.279
H 2.013259 2.162397 -7.348266 0.142 -0.076 0.264
O 6.306277 2.598488 1.561640 -4.899 0.063 -0.067
H 0.486674 -0.933546 1.408329 -0.595 2.335 -0.331
H -1.958946 0.477130 -6.904313 -0.069 0.238 0.071
H -2.990549 1.921271 -6.591632 0.216 -0.152 -0.014
C -0.954625 1.885850 -4.904289 0.363 0.223 0.159
H 5.310228 -0.446660 2.972129 0.640 0.282 0.064
H 3.951350 -1.784423 1.199782 -0.055 0.551 -0.433
O -1.575365 -1.693629 6.443803 -0.710 -1.014 -0.568
F 2.954034 4.415714 1.991418 1.623 -2.375 -3.394
H -8.532749 -3.521990 0.646204 -0.113 -0.240 0.287
H 0.954471 2.707985 -2.402952 -0.269 -0.195 -0.198
H 2.617468 1.481421 -5.793042 0.011 0.121 -0.273
H 5.756510 -0.130502 0.505469 0.260 -0.467 -0.091
O -2.060408 1.099440 -4.920239 0.748 0.529 0.075
H -0.859694 0.435733 1.608348 2.421 -0.527 -0.305
H 3.267623 0.437972 0.103030 0.170 0.415 -0.643
C 4.565383 4.723321 0.070780 -0.429 0.004 -1.224
C -2.106130 -2.475812 5.470162 0.269 0.404 -0.487
Nb 4.272144 -0.022321 1.535132 -1.616 -2.461 1.588
H -4.126929 -3.917974 4.559167 0.244 -0.097 -0.005
H -3.846300 -5.210009 5.741922 0.174 0.302 0.126
H -8.312841 -5.857629 5.958773 0.113 -0.139 -0.202
C 3.699445 3.608963 0.967522 -1.707 3.291 -0.876
C -7.953451 -3.861945 1.509025 0.333 0.362 -0.326
H 0.474874 3.778032 -3.734189 0.087 -0.231 -0.117
O 3.793303 1.089188 -7.465671 0.966 0.706 -0.055
F 5.126110 3.984984 -1.119315 -1.595 3.047 4.158
O -8.781981 -4.727259 2.282920 0.267 -0.544 0.971
C -0.863347 -0.556530 5.959883 0.419 0.555 -0.287
```
Forces are in eV/Å.

Properties
Total charge = -1
Kohn-Sham gap = 0.2443 hartree
HOMO = -5.72 eV
Electronic energy = -76377.60059 eV
Largest force on an atom = 0.136 hartree/bohr
LUMO = 0.924 eV

Results of the Mulliken charge analysis, in e, for atoms 1 through 8:
1. F -0.25
2. O -0.55
3. C 0.06
4. H 0.22
5. H 0.21
6. C -0.59
7. H 0.28
8. H 0.29

=====

No. 3
A structure of composition C17H36F6FeN2O3SSi, computed with wB97M-V/def2-TZVPD.

The geometry in XYZ format:
```
67
Properties=species:S:1:pos:R:3:forces:R:3
C -0.043240 -0.593822 -2.881854 0.107 0.142 -0.018
H -3.680198 -0.911038 2.310681 -0.001 -0.002 -0.014
H 0.023424 -1.429913 3.955863 0.009 -0.005 0.005
H -2.528022 -3.611923 -0.599283 0.000 0.002 -0.013
C -1.743308 -0.100812 2.670460 0.016 0.004 -0.022
H -2.105060 0.855405 2.311480 -0.003 -0.011 -0.004
C -1.965343 -3.176400 0.223194 0.025 0.021 -0.031
H -2.484172 -2.150278 2.612783 0.004 -0.001 0.003
H -1.792164 -0.104846 3.763613 0.003 0.004 0.001
N -0.329168 -0.228359 2.234220 -0.014 0.001 0.020
C 0.288826 -2.626769 2.181753 0.000 -0.003 0.000
H 1.537924 4.896189 0.097583 0.011 -0.003 -0.006
O 0.487992 3.111027 0.230920 0.071 -0.010 0.017
H -1.060190 3.976907 -0.840994 0.008 -0.050 -0.035
H 0.735087 -1.070811 -4.869109 0.006 0.003 -0.001
C -1.781656 2.986636 0.939950 -0.141 -0.001 -0.011
H 4.343308 -1.217407 0.988512 -0.005 -0.003 0.041
C 3.140659 0.575318 -1.036072 -0.052 0.010 0.055
C 0.400314 -1.311258 2.936688 0.004 -0.039 -0.026
F 1.173218 1.406091 -3.362119 0.002 -0.028 0.034
H -2.851829 2.528116 -1.521092 0.005 0.019 -0.003
H 1.315556 -2.564065 0.419268 0.033 0.027 -0.043
H -0.248937 -3.225830 -1.080188 0.000 -0.009 0.015
C 0.932434 -1.300783 -3.823825 0.018 0.003 0.018
C -0.473812 -3.377569 -0.029940 0.010 0.010 -0.009
H 1.079793 -3.306639 2.503337 -0.014 -0.010 0.010
H -3.565266 1.006722 -0.963485 0.016 -0.026 -0.023
H 1.940769 -0.985992 -3.567479 -0.004 0.004 -0.010
H 0.131596 0.647200 2.471325 -0.001 0.009 -0.009
O -2.170145 1.772816 0.306769 0.111 0.143 0.024
F -0.674489 1.634057 -2.276739 0.019 0.036 0.118
H 3.337591 -2.353379 0.146179 -0.078 0.039 -0.021
H 2.460075 3.407031 -0.182123 0.046 -0.070 -0.002
H -0.193857 -4.399770 0.243481 -0.007 0.001 0.005
H 3.109340 -2.075662 1.885507 -0.029 -0.010 0.028
H 1.442475 -1.012719 3.007147 -0.047 -0.061 -0.010
H -1.381661 2.730218 1.926042 0.050 -0.001 -0.041
C 1.509490 3.901509 -0.358170 -0.021 -0.061 -0.001
S -2.440288 -1.422831 0.323223 -0.040 0.110 0.098
H -0.653067 -3.119503 2.407437 -0.008 0.008 -0.007
H 2.564245 1.289970 -1.608897 -0.043 0.122 -0.015
H 1.350486 4.006492 -1.434959 -0.006 -0.001 -0.025
C 2.574358 1.128849 1.965073 -0.019 -0.021 -0.005
O 0.345296 -0.805423 -1.575488 -0.156 -0.251 0.044
H 0.851901 -2.376865 -3.675648 -0.005 0.001 -0.002
C -3.210549 1.982744 -0.647889 0.030 -0.061 0.018
Si 2.298240 -0.043514 0.510391 0.105 0.065 0.027
C -1.462207 -1.155378 -3.163069 0.010 -0.051 -0.008
H -2.667726 3.611336 1.095076 0.007 0.012 0.049
H 3.350003 -0.281984 -1.678832 -0.033 0.035 -0.025
C -0.068368 0.914487 -3.233500 0.060 0.045 -0.022
H -2.310333 -3.664140 1.133411 0.002 -0.003 0.000
F -1.579386 -2.396317 -2.643196 -0.011 -0.011 0.024
H 2.475594 0.626457 2.930922 0.036 0.108 -0.021
C 3.315258 -1.590418 0.930720 -0.007 0.005 -0.029
F -2.433894 -0.413390 -2.610326 -0.025 0.032 0.060
H 3.600942 1.503049 1.922369 -0.017 0.016 -0.033
F -0.703513 1.158415 -4.386374 -0.026 0.006 0.008
F -1.731192 -1.261699 -4.463756 0.007 0.000 -0.014
H 1.904981 1.988502 1.942664 -0.003 0.090 -0.027
N 0.359305 -2.408240 0.716144 -0.010 0.007 0.056
H -4.033042 2.535032 -0.185248 -0.012 -0.011 -0.008
C -0.748316 3.788223 0.193060 -0.016 -0.002 0.029
H -0.650352 4.761707 0.691811 -0.032 0.021 -0.019
Fe -0.068090 -0.492318 0.211720 0.099 -0.318 -0.212
C -2.645056 -1.192691 2.122376 -0.032 -0.016 -0.004
H 4.097400 1.030276 -0.763510 -0.009 -0.011 0.021
```
Forces are in eV/Å.

Properties
Multiplicity = 2
Total charge = +1
Kohn-Sham gap (spin up / spin down) = 0.3150 / 0.3306 hartree
HOMO (spin up / spin down) = -11.62 / -11.34 eV
⟨S²⟩ = 0.95
Electronic energy = -96735.86321 eV
Largest force on an atom = 0.008 hartree/bohr
LUMO (spin up / spin down) = -3.050 / -2.346 eV

Results of the Mulliken charge analysis, in e, for atoms 1 through 8:
1. C 1.05
2. H 0.71
3. H 0.53
4. H 0.55
5. C -0.43
6. H -0.11
7. C -1.03
8. H 0.40